37
Properties=species:S:1:pos:R:3:lowdin_charge:R:1 method="wB97M-V/def2-TZVPD" gap_ev=5.7 homo_ha=-0.587 de_lowest_ev=3.333 charge=+2 e_lumo_ev=-10.27
H 1.62814 -1.77307 2.85938 0.141
N 0.47497 -1.51633 1.05333 -0.075
B -0.90073 -1.73790 -1.10924 -0.380
N -0.14160 -2.33697 0.16757 -0.020
C -0.00117 -3.61836 0.59282 0.003
Pb 0.34226 0.83557 0.66624 1.527
H -0.46152 -4.38573 -0.00677 0.147
C 0.74056 -3.58112 1.74760 -0.018
H 1.03770 -4.41441 2.34555 0.118
C 1.05784 -2.24822 2.04023 -0.056
H -1.40483 -2.63626 -1.75565 0.132
C 0.29737 2.92879 0.05445 -0.071
H 0.88130 3.52032 0.85722 0.048
H -0.79799 3.11432 0.17894 0.043
H 0.87663 2.94246 -0.89900 0.047
N 0.15034 -0.94692 -2.00804 -0.024
N -2.04272 -0.72788 -0.61555 -0.007
N 0.85285 0.09422 -1.47652 -0.115
N -1.73370 0.33461 0.17749 -0.149
C 0.54484 -1.12404 -3.28963 -0.006
C -3.37768 -0.73212 -0.78365 0.001
H 0.07846 -1.92613 -3.83380 0.144
H -3.78610 -1.53992 -1.36203 0.147
C 1.50030 -0.17338 -3.55992 -0.024
C -3.88678 0.35942 -0.12597 -0.024
C 1.69551 0.60790 -2.41875 -0.076
C -2.85946 1.06615 0.47184 -0.060
H 2.01986 -0.03142 -4.48082 0.115
H -4.91132 0.65505 -0.05895 0.120
H 2.35353 1.46804 -2.19854 0.132
H -2.77914 1.99119 1.08622 0.141
H 2.30544 1.01364 1.20893 0.285
C 2.06941 2.99536 2.90293 -0.162
O 1.65049 1.85367 2.28138 -0.418
H 1.22136 3.68404 3.20950 0.137
H 2.82084 3.57800 2.29297 0.130
H 2.48475 2.40740 3.78826 0.131

40
Properties=species:S:1:pos:R:3:nbo_charge:R:1 method="wB97M-V/def2-TZVPD" gap_ev=7.0 homo_ha=-0.156 de_lowest_ev=0.000 charge=-1 e_lumo_ev=2.75
Cd -0.72343 0.83631 -1.37138 1.442
S -3.71653 3.82589 -3.17549 -0.225
C -2.52892 2.88525 -2.48646 -0.531
S -1.27152 2.15124 -3.44934 -0.392
S -2.49385 2.56377 -0.76747 -0.464
C -5.22187 0.72085 -2.24438 -0.444
N -4.03651 -0.04603 -2.58156 -0.579
C -3.30749 -0.72031 -1.69833 0.343
N -3.72671 -0.76812 -0.41891 -0.814
S -1.88238 -1.53093 -2.18156 -0.399
H -5.62481 1.14616 -3.15825 0.230
H -4.97663 1.55199 -1.57643 0.235
H -5.96913 0.06869 -1.78750 0.189
H -3.57964 0.12288 -3.46582 0.436
H -4.28738 0.00998 -0.10057 0.397
H -3.01195 -1.06823 0.23733 0.447
C 2.45136 1.73306 2.59758 -0.617
C 3.40472 0.81515 1.84210 -0.368
C 2.70578 -0.38633 1.17945 -0.278
C 3.74228 -1.24301 0.42961 -0.369
C 3.13607 -2.45269 -0.27134 -0.616
C 2.08951 -1.23867 2.27371 0.723
O 2.75628 -1.74225 3.15625 -0.618
N 0.73451 -1.40677 2.22870 -0.662
C -0.15197 -0.87130 1.28099 0.806
O -1.34238 -1.10670 1.41932 -0.664
N 0.37315 -0.12913 0.27960 -0.821
C 1.69427 0.14384 0.16854 0.697
O 2.08898 0.84189 -0.75874 -0.648
H 2.99165 2.57285 3.03561 0.212
H 1.94953 1.20424 3.41127 0.203
H 1.68627 2.14296 1.93531 0.218
H 4.16534 0.41825 2.51699 0.215
H 3.90600 1.36762 1.04634 0.224
H 4.49009 -1.56154 1.15805 0.215
H 4.22675 -0.59060 -0.29789 0.223
H 2.65680 -3.12810 0.44095 0.204
H 3.90573 -3.02010 -0.79550 0.211
H 2.38841 -2.15071 -1.00757 0.216
H 0.30962 -1.96138 2.95679 0.420

35
Properties=species:S:1:pos:R:3:nbo_charge:R:1 method="wB97M-V/def2-TZVPD" multiplicity=6 s_squared=8.774 gap_ev="4.2 / 5.5" homo_ha="0.046 / -0.010" charge=-2 e_lumo_ev="5.45 / 5.27"
C 0.92263 1.10079 -0.58375 -0.009
C 0.63126 1.83040 0.54586 -0.088
C -0.59159 1.30376 1.12294 -0.065
C 1.40629 2.96918 1.08762 -0.627
C -1.06289 0.24624 0.32887 -0.053
C -0.08264 0.03167 -0.74791 -0.318
C -0.49785 -0.40806 -2.07638 -0.509
C 1.98674 1.41829 -1.55674 -0.658
C -1.25064 1.82120 2.32892 -0.630
C -2.41830 -0.31583 0.37791 -0.664
Ir 0.66531 -1.55972 0.46173 1.218
Cl 2.64418 -0.89883 0.94188 -0.430
Cl 1.66098 -3.71623 0.39818 -0.654
Cl -0.10105 -1.79743 2.51482 -0.545
H 1.98249 3.44993 0.27943 0.197
H 2.13134 2.63068 1.82062 0.203
H 0.77358 3.67498 1.58648 0.192
H -0.61828 1.67411 3.21182 0.206
H -2.18915 1.27961 2.49075 0.211
H -1.47146 2.89236 2.24788 0.178
H -2.67231 -0.56807 1.41698 0.212
H -2.46686 -1.21358 -0.22775 0.262
H -3.14629 0.40986 -0.01395 0.178
H -1.50067 -0.84596 -2.15651 0.203
H 0.72810 -1.34904 -2.39842 0.451
H -0.33366 0.37547 -2.80045 0.171
H 2.92846 1.76283 -1.09839 0.202
H 1.63746 2.19380 -2.26973 0.181
H 2.24037 0.53549 -2.16715 0.254
O 1.62984 -1.76284 -2.66281 -0.991
H 1.53098 -2.61222 -2.22447 0.472
O -2.38976 -4.10905 -0.24144 -0.696
C -1.27984 -3.68855 -0.01726 0.637
O -0.86172 -2.52815 -0.51812 -0.813
H -0.56504 -4.22708 0.59857 0.119

35
Properties=species:S:1:pos:R:3:nbo_charge:R:1 method="wB97M-V/def2-TZVPD" gap_ev=7.9 homo_ha=-0.712 de_lowest_ev=0.000 charge=+3 e_lumo_ev=-11.44
C -3.27684 -1.84545 -5.03315 -0.832
C -2.23868 -0.89837 -5.25949 0.973
H -3.82053 -2.02866 -5.99077 0.377
H -3.94742 -1.42035 -4.26387 0.342
H -2.82826 -2.78182 -4.64962 0.348
O -1.40976 -0.18641 -5.65303 -0.218
I -0.04610 -1.79340 -2.67382 -0.097
Zr 0.07279 -0.79059 -0.22919 1.391
P -0.56022 1.63859 0.30956 0.827
C 0.32383 3.19650 0.26961 -0.934
C -2.03674 1.92256 -0.70617 -0.932
H -1.65007 0.61487 2.23697 0.278
H -1.93530 2.39809 2.12348 0.287
H -0.35994 1.75474 2.72672 0.269
C -1.19088 1.59348 2.02061 -0.927
H -2.54928 0.97237 -0.92452 0.257
H -2.70687 2.59377 -0.14262 0.295
H -0.37349 3.98335 0.55855 0.296
H 0.71183 3.37687 -0.73585 0.268
H -1.74211 2.39704 -1.65574 0.272
H 1.16055 3.15978 0.97483 0.269
C 1.82817 0.68276 -0.95605 0.498
O 2.81869 1.27288 -1.03296 -0.315
Cl -1.71335 -1.83361 0.95575 -0.304
C 3.06848 -1.98492 3.50966 -0.064
C 2.63952 -2.92349 2.57391 -0.192
C 1.92080 -2.49992 1.45786 0.068
N 1.68641 -1.17225 1.25791 -0.640
C 2.20951 -0.24020 2.09793 0.050
C 2.83995 -0.63304 3.26631 -0.193
H 3.57661 -2.30724 4.42252 0.282
H 2.82317 -3.98392 2.68589 0.279
H 1.52591 -3.17914 0.69615 0.235
H 2.05381 0.80230 1.78296 0.213
H 3.12579 0.14284 3.97966 0.276

36
Properties=species:S:1:pos:R:3:lowdin_charge:R:1 method="wB97M-V/def2-TZVPD" gap_ev=2.7 homo_ha=-0.622 charge=+3 e_lumo_ev=-14.23
C 3.12007 -2.94012 2.77933 -0.029
C 2.37063 -1.97646 1.72705 -0.083
C 2.92618 -1.83368 0.25188 0.057
C 2.28300 -0.88421 -0.82460 -0.001
C 1.03310 -0.03966 -0.43801 -0.031
C 0.26809 1.00439 -1.36311 -0.289
C 0.53529 0.83675 -2.93762 -0.278
C 0.80931 2.48690 -0.91571 -0.009
C 0.44775 -0.21605 1.03787 -0.084
O -0.71763 0.54643 1.39421 -0.086
C -1.92183 -0.16075 1.00321 -0.184
N -3.17337 0.65349 1.12039 -0.230
N -2.95061 2.03088 0.92766 0.015
S -4.34704 0.19548 -0.07435 0.816
O -5.70675 0.76561 0.18988 -0.228
O -4.44579 -1.30538 -0.13277 -0.271
F -3.85463 0.71926 -1.62636 -0.237
C 1.08739 -1.15226 2.10064 0.125
H 2.47568 -3.88982 2.89650 0.124
H 3.21430 -2.48094 3.82114 0.117
H 4.12730 -3.27992 2.35062 0.102
H 3.84359 -2.47144 -0.00321 0.124
H 2.72782 -0.77286 -1.88746 0.053
H -0.86891 0.91855 -1.20313 0.147
H -0.07731 -0.01555 -3.42721 0.109
H 1.68488 0.79127 -3.11929 -0.116
H 0.16093 1.83125 -3.44135 0.145
H 0.55625 3.27664 -1.70801 0.106
H 1.95691 2.35842 -0.81367 0.114
H 0.39580 2.71277 0.12314 0.113
H -2.01353 -1.07730 1.70644 0.174
H -1.87983 -0.60460 -0.06466 0.131
H -3.75487 2.47558 0.43009 0.106
H -2.95665 2.51976 1.85036 0.135
H 0.66073 -1.22621 3.15444 0.147
La 1.98375 0.20376 -4.88432 2.197

44
Properties=species:S:1:pos:R:3:nbo_charge:R:1 method="wB97M-V/def2-TZVPD" multiplicity=2 s_squared=0.757 gap_ev="7.1 / 5.2" homo_ha="-0.384 / -0.384" de_lowest_ev=0.276 charge=+1 e_lumo_ev="-3.31 / -5.22"
Ir 0.10799 0.34908 0.09528 0.810
Se 0.04513 2.56344 1.07137 -0.090
Se -0.81428 2.48884 3.21076 0.169
Se -1.59058 0.37954 3.52655 0.158
Se -1.73682 -0.56181 1.43877 -0.156
C 3.05093 1.41870 -4.43138 -0.437
N 2.98605 1.05917 -3.01206 -0.389
C 4.17530 0.49598 -2.39181 -0.419
C 1.85495 1.12426 -2.29125 0.675
N 1.77180 0.70805 -1.06061 -0.776
N 0.77902 1.74784 -2.89680 -0.600
C -0.55688 1.64317 -2.55940 0.673
N -1.39063 2.19150 -3.46669 -0.776
N -0.98202 1.14551 -1.44426 -0.725
H 4.00422 1.07744 -4.82133 0.239
H 3.00445 2.50254 -4.56872 0.210
H 2.27043 0.91339 -4.99523 0.237
H 5.04312 0.79064 -2.97324 0.232
H 4.13178 -0.59585 -2.35338 0.216
H 4.30969 0.89425 -1.38510 0.208
H 2.55906 0.14544 -0.77357 0.391
H 0.92418 1.92407 -3.87757 0.427
H -1.06320 2.45604 -4.37871 0.413
H -2.38255 2.06825 -3.36307 0.418
H -1.97734 1.26362 -1.30339 0.399
N 3.08539 -0.50893 2.92555 -0.489
C 2.54217 -1.77079 2.87820 -0.079
C 1.49396 -1.69056 2.02105 -0.063
N 1.39404 -0.39567 1.56055 -0.471
C 2.37342 0.29146 2.11771 0.194
H 3.86908 -0.21934 3.48630 0.440
H 2.93908 -2.59217 3.44616 0.246
H 0.80305 -2.44886 1.70353 0.244
H 2.56465 1.34114 1.97214 0.239
N -1.41133 -3.26030 -0.62446 -0.794
C -0.77504 -2.33180 -1.37195 0.676
O 0.08526 -1.60360 -0.75559 -0.771
C -1.09842 -2.26597 -2.73762 -0.548
C -2.06897 -3.16703 -3.25239 0.273
N -2.89052 -3.89381 -3.60639 -0.331
C -0.45204 -1.40985 -3.63810 0.371
N 0.04747 -0.68984 -4.38920 -0.475
H -1.14338 -3.36441 0.33735 0.405
H -2.04000 -3.92897 -1.03853 0.424

30
Properties=species:S:1:pos:R:3:nbo_charge:R:1 method="wB97M-V/def2-TZVPD" gap_ev=5.2 homo_ha=-0.064 de_lowest_ev=4.760 charge=-1 e_lumo_ev=3.47
C -3.29901 -0.80427 -2.83340 -0.649
C -2.06422 -1.23748 -1.90765 -0.027
C -2.09872 -2.35941 -0.83526 -0.295
C -0.90315 -2.75743 0.07456 -0.234
C 0.42023 -1.97518 -0.09961 -0.305
C 0.47518 -0.83463 -1.16529 0.063
C 1.80671 0.07631 -1.39593 -0.267
N 1.39344 1.47340 -1.08002 -0.803
C 1.75778 1.82732 0.31296 -0.221
C 0.67213 1.41818 1.43408 -0.451
C 1.47340 1.13151 2.82333 -0.223
N 0.89812 1.97169 3.92261 -0.872
C -0.74345 -0.45284 -2.07627 -0.240
H -4.25585 -1.12327 -2.30399 0.210
H -3.26232 0.33913 -2.91681 0.222
H -3.16907 -1.23490 -3.88027 0.215
H -3.08262 -2.92771 -0.71432 0.194
H -0.96717 -3.57022 0.87365 0.207
H 1.37351 -2.16920 0.51341 0.218
H 2.04577 -0.01801 -2.51224 0.161
H 2.70442 -0.29506 -0.78742 0.140
H 1.88377 2.97902 0.39127 0.153
H 2.78519 1.37744 0.55986 0.118
H 0.07922 0.47203 1.20357 0.214
H -0.08116 2.26572 1.58026 0.179
H 2.58897 1.34798 2.73016 0.182
H 1.34621 0.03445 3.12796 0.176
H 0.91437 2.95970 3.61234 0.348
H -0.05420 1.67262 4.16640 0.348
H -0.63749 0.41311 -2.81795 0.237

31
Properties=species:S:1:pos:R:3:nbo_charge:R:1 method="wB97M-V/def2-TZVPD" gap_ev=8.6 homo_ha=-0.291 de_lowest_ev=3.694 e_lumo_ev=0.65
C -1.45723 0.46099 -1.77029 -0.596
C -1.60402 -0.13025 -0.32597 -0.094
C -2.74554 0.64681 0.25480 -0.600
C -1.94072 -1.58124 -0.50632 -0.635
C -0.25499 0.14419 0.34317 0.155
C -0.38361 0.30076 1.91964 -0.644
C 0.30736 1.55465 -0.09328 -0.180
C 1.57210 1.61150 -0.47579 -0.234
C 2.52964 0.54477 -0.32962 0.264
N 3.82233 0.64336 -0.29604 -0.444
C 4.25120 -0.55548 0.05325 -0.080
C 3.16570 -1.42507 0.28866 -0.138
N 2.10409 -0.68454 -0.04970 -0.157
N 0.73776 -1.04322 0.01137 -0.437
H -2.24050 0.02165 -2.21304 0.200
H -0.54063 0.13881 -2.17437 0.214
H -1.30580 1.58578 -1.82402 0.214
H -2.35789 1.73853 0.44773 0.199
H -3.68710 0.73408 -0.26218 0.230
H -3.07973 0.25716 1.28039 0.206
H -2.88857 -1.82257 -1.04245 0.224
H -1.96848 -2.14574 0.45800 0.209
H -1.42588 -2.11192 -1.28886 0.237
H 0.53369 0.15258 2.30256 0.211
H -1.08561 -0.39386 2.24482 0.202
H -0.65035 1.28691 2.35550 0.227
H -0.49083 2.26721 -0.04305 0.220
H 2.09656 2.54600 -0.80202 0.235
H 5.32075 -0.61813 0.32811 0.210
H 3.07263 -2.51195 0.39649 0.222
H 0.59368 -1.61181 0.81248 0.360